No. 1
A structure of composition C29H24AuBr2FN3O3, computed with the ωB97M-V functional and the def2-TZVPD basis.

Results
- Kohn-Sham gap (alpha / beta): 6.76 / 5.71 eV
- ⟨S²⟩: 2.048
- Spin multiplicity: 3
- Total charge: +1

CARTESIAN COORDINATES (ANGSTROEM)
1 Au 14.41772 9.76012 10.23741
2 O 16.50642 10.28536 16.98841
3 C 15.18316 9.79590 16.72057
4 C 15.03197 9.70117 15.22747
5 C 13.73934 9.60710 14.70401
6 C 13.59810 9.61586 13.35194
7 N 14.64704 9.60420 12.53130
8 C 15.89652 9.63799 13.02348
9 C 16.13020 9.70496 14.38759
10 C 16.99946 9.63484 12.02822
11 C 18.34302 9.71961 12.40912
12 C 19.32901 9.71635 11.43741
13 C 20.80907 9.76908 11.83048
14 O 21.00101 10.43542 13.06671
15 C 18.93220 9.58140 10.11209
16 C 17.59147 9.50799 9.81089
17 N 16.66219 9.52539 10.75966
18 H 16.68802 10.17411 17.92532
19 H 14.41578 10.49471 17.07583
20 H 15.02115 8.81709 17.18154
21 H 12.89298 9.63108 15.35184
22 H 12.61900 9.62034 12.87387
23 H 17.10432 9.80108 14.86276
24 H 18.63748 9.83246 13.43882
25 H 21.36454 10.21609 10.99624
26 H 21.14578 8.74839 12.00889
27 H 21.01144 11.38174 12.92866
28 H 19.65038 9.51848 9.30360
29 H 17.24359 9.41618 8.79370
30 C 13.69485 13.04417 10.64911
31 C 12.32526 12.42542 10.61008
32 C 11.14432 13.19647 10.56477
33 C 9.91972 12.57226 10.53728
34 C 9.86582 11.16281 10.55163
35 C 8.62843 10.45851 10.49827
36 Br 6.97940 11.40643 10.46326
37 C 8.58796 9.07879 10.46092
38 C 9.77920 8.34749 10.53473
39 Br 9.69710 6.49796 10.49624
40 C 11.06701 8.99054 10.65921
41 O 12.12585 8.37059 10.80907
42 C 11.07772 10.46218 10.61212
43 N 12.26739 11.10685 10.65249
44 H 13.67075 14.10460 10.80177
45 H 14.25765 12.77980 9.74763
46 H 14.25257 12.57170 11.45837
47 H 11.17122 14.27244 10.54104
48 H 8.99546 13.14089 10.47552
49 H 7.64784 8.52052 10.40535
50 F 16.48824 4.79063 6.74652
51 C 15.93860 5.95858 7.07553
52 C 14.72750 5.92430 7.74500
53 C 14.14708 7.13243 8.10898
54 C 14.73512 8.35235 7.76677
55 C 14.10953 9.65037 8.17503
56 C 15.86750 8.31815 6.96280
57 C 16.51240 7.12258 6.63153
58 H 14.28927 4.97783 8.10112
59 H 13.23612 7.11020 8.67933
60 H 13.03710 9.62444 8.02678
61 H 14.55465 10.49693 7.63384
62 H 16.25768 9.24445 6.53045
63 H 17.40906 7.07204 6.00387

No. 2
A structure of composition C29H24Br2N7O2PrS4, computed with the ωB97M-V functional and the def2-TZVPD basis.

Results
- Kohn-Sham gap (alpha / beta): 5.79 / 5.80 eV
- ⟨S²⟩: 2.002
- Spin multiplicity: 3
- Total charge: 0
- ΔE to the lowest compared entry with this formula, charge and spin: 0.000 eV

CARTESIAN COORDINATES (ANGSTROEM)
1 Pr -5.83800 -2.98268 17.29518
2 C -6.45318 -3.44086 12.43990
3 C -6.62986 -3.59495 13.92539
4 N -5.61782 -3.74582 14.73533
5 N -4.36568 -3.66674 14.21366
6 C -3.23415 -3.66633 14.95363
7 N -2.09614 -3.46655 14.25555
8 S -3.16412 -3.98087 16.59162
9 C -7.95225 -3.49236 14.51968
10 C -9.13003 -3.51918 13.75106
11 C -10.36028 -3.42428 14.37230
12 C -10.40729 -3.29338 15.75042
13 C -9.20759 -3.21552 16.43928
14 N -8.01995 -3.30898 15.85567
15 H -5.63811 -4.08392 12.06290
16 H -6.23492 -2.37752 12.19330
17 H -7.36806 -3.72633 11.89505
18 H -4.28864 -3.33776 13.23694
19 H -2.10526 -3.13487 13.28679
20 H -1.22364 -3.40245 14.77490
21 H -9.07836 -3.61164 12.65604
22 H -11.27786 -3.46274 13.77809
23 H -11.35904 -3.25196 16.29128
24 H -9.20287 -3.07676 17.51608
25 Br -7.38830 -0.08001 13.92871
26 C -6.93613 0.51416 15.65854
27 C -7.46424 1.68471 16.18448
28 C -7.10564 2.09937 17.45052
29 Br -7.82939 3.72147 18.11761
30 C -6.21988 1.32943 18.24397
31 C -5.82010 1.65922 19.55171
32 C -4.98246 0.80882 20.23214
33 C -4.55358 -0.37320 19.61877
34 N -4.91467 -0.72254 18.39721
35 C -5.71512 0.12004 17.69507
36 C -6.04118 -0.29636 16.36127
37 O -5.51329 -1.35586 15.84211
38 H -8.16898 2.28321 15.60001
39 H -6.18398 2.58358 20.01188
40 H -4.65423 1.04942 21.25141
41 H -3.90929 -1.07155 20.14973
42 S -5.15557 -3.68988 19.94137
43 C -6.52401 -2.74867 20.42041
44 S -7.64264 -2.18419 19.22750
45 C -6.75157 -2.46898 21.77102
46 C -7.92498 -1.85511 22.17796
47 N -8.92695 -1.36033 22.52882
48 C -5.82618 -2.81988 22.74533
49 N -5.04650 -3.08822 23.57643
50 C -1.46690 -9.19040 17.35624
51 C -2.80231 -8.54566 17.52931
52 C -3.10357 -7.81768 18.67433
53 C -4.33861 -7.21031 18.83756
54 C -5.29178 -7.34511 17.84029
55 C -5.00183 -8.05406 16.68175
56 C -3.76048 -8.64401 16.52372
57 S -6.93246 -6.58831 17.86615
58 C -7.22898 -6.55504 19.66426
59 O -6.67025 -5.16055 17.46954
60 H -0.92956 -9.25427 18.31356
61 H -0.84144 -8.61147 16.64643
62 H -1.57380 -10.21240 16.94171
63 H -2.35437 -7.72358 19.46717
64 H -4.54310 -6.63159 19.75059
65 H -5.76880 -8.14605 15.90350
66 H -3.53263 -9.19632 15.60811
67 H -6.56944 -5.80878 20.13266
68 H -7.05763 -7.57280 20.07277
69 H -8.28680 -6.28609 19.80967

No. 3
A structure of composition C29H24BrMgO4P, computed with the ωB97M-V functional and the def2-TZVPD basis.

Results
- Kohn-Sham gap (alpha / beta): 2.75 / 4.20 eV
- Spin multiplicity: 1
- Total charge: -2

CARTESIAN COORDINATES (ANGSTROEM)
1 Mg 2.03881 0.18592 1.12601
2 O 0.97584 -2.28846 2.28041
3 C 0.88045 -1.68151 1.15671
4 C 0.34227 -2.35208 0.00607
5 C 0.09955 -3.76299 -0.07117
6 C -0.32586 -4.35147 -1.23343
7 C -0.56288 -3.59616 -2.41330
8 C -0.36872 -2.20549 -2.35020
9 C 0.06436 -1.59924 -1.19090
10 P 0.17112 0.19600 -0.93827
11 C 0.05481 0.85757 -2.64467
12 C -1.10689 1.34641 -3.23685
13 C -1.08191 1.87164 -4.52522
14 C 0.10339 1.90435 -5.24330
15 C 1.27060 1.41939 -4.65933
16 C 1.24912 0.91225 -3.37053
17 C -1.45805 0.62848 -0.21277
18 C -1.60248 1.87485 0.39370
19 C -2.79180 2.22865 1.01733
20 C -3.84777 1.33043 1.05482
21 C -3.71055 0.08029 0.46304
22 C -2.52384 -0.26878 -0.16657
23 H 0.28670 -4.34385 0.82519
24 H -0.48195 -5.42813 -1.26003
25 H -0.89678 -4.07298 -3.32637
26 H -0.57594 -1.59514 -3.22474
27 H -2.04000 1.31123 -2.68651
28 H -1.99653 2.24903 -4.96926
29 H 0.12247 2.30883 -6.24887
30 H 2.20446 1.44873 -5.20882
31 H 2.16500 0.57065 -2.89623
32 H -0.76012 2.55926 0.41148
33 H -2.87516 3.18988 1.51000
34 H -4.76317 1.58779 1.57542
35 H -4.52382 -0.63415 0.51683
36 H -2.40081 -1.25124 -0.60768
37 Br -4.57792 -0.07788 4.75985
38 C -2.84941 0.62356 4.33711
39 C -1.87404 -0.22874 3.85899
40 C -0.63273 0.29914 3.51840
41 C -0.38406 1.66035 3.65363
42 C -1.37910 2.48695 4.16547
43 C -2.62313 1.97970 4.50823
44 C 0.93541 2.28879 3.21358
45 O 1.12117 3.47422 3.49933
46 O 1.72899 1.55095 2.54640
47 H -2.06428 -1.28528 3.73273
48 H 0.13196 -0.37456 3.15106
49 H -1.15871 3.54178 4.26637
50 H -3.40605 2.62176 4.89009
51 C 3.85200 -1.81254 -1.28367
52 O 3.70326 -0.40989 -1.17021
53 C 3.92357 0.11718 0.14216
54 C 5.35596 -0.09401 0.54989
55 H 3.23956 -2.32557 -0.53370
56 H 4.89887 -2.12666 -1.17114
57 H 3.50273 -2.09815 -2.27783
58 H 6.05379 0.15228 -0.26735
59 H 5.57608 -1.13204 0.85009
60 H 5.59216 0.53870 1.40856

No. 4
A structure of composition C29H24CdClN5O5, computed with the ωB97M-V functional and the def2-TZVPD basis.

Results
- Kohn-Sham gap: 7.92 eV
- Spin multiplicity: 1
- Total charge: 0
- ΔE to the lowest compared entry with this formula, charge and spin: 0.000 eV

CARTESIAN COORDINATES (ANGSTROEM)
1 Cd 1.28905 -0.46224 -0.36768
2 O 5.56043 -0.33625 3.82096
3 C 4.44117 -0.60998 4.44791
4 O 4.39740 -0.88890 5.62165
5 C 3.18414 -0.55169 3.63393
6 C 1.90684 -0.69397 4.15718
7 Cl 1.42017 -1.08052 5.73011
8 N 1.02111 -0.55604 3.13983
9 N 1.66290 -0.33287 1.98460
10 C 2.96063 -0.33633 2.25435
11 C 3.95361 -0.13862 1.11923
12 O 5.14542 0.01077 1.41499
13 O 3.47206 -0.14001 -0.04839
14 C -0.40076 -0.62573 3.16575
15 C -1.13582 0.14373 4.05784
16 C -2.51848 0.06058 4.04558
17 C -3.16280 -0.76754 3.13654
18 C -2.41862 -1.52695 2.24561
19 C -1.03456 -1.46764 2.26301
20 H 5.41483 -0.15664 2.83874
21 H -0.63190 0.80425 4.74909
22 H -3.09114 0.64698 4.75165
23 H -4.24359 -0.82183 3.13244
24 H -2.91395 -2.18747 1.54481
25 H -0.44339 -2.09288 1.60475
26 O 2.32749 0.09534 -2.58188
27 C 2.00872 1.39273 -3.03261
28 C 1.61173 2.36611 -1.93906
29 C 1.47520 3.71954 -2.22950
30 C 1.14442 4.59420 -1.21164
31 C 0.97374 4.09664 0.07414
32 C 1.11117 2.73717 0.27156
33 N 1.40846 1.88813 -0.71501
34 H 3.13580 0.13217 -2.03773
35 H 1.17133 1.28150 -3.72525
36 H 2.84216 1.82587 -3.59394
37 H 1.63467 4.07315 -3.24021
38 H 1.02940 5.65111 -1.41223
39 H 0.73859 4.75141 0.90092
40 H 0.98055 2.29443 1.25310
41 C -1.91250 0.63677 -0.99311
42 N -0.90971 -0.42078 -0.90903
43 C -1.27428 -1.64044 -1.15200
44 C -0.38663 -2.73510 -1.00262
45 C -0.62113 -4.11229 -1.13490
46 C 0.57225 -4.74526 -0.80800
47 C 1.48458 -3.73050 -0.49267
48 N 0.91851 -2.52435 -0.60454
49 C -2.78512 0.59348 -2.22779
50 C -2.20527 0.49064 -3.49013
51 C -2.99347 0.48630 -4.62898
52 C -4.37444 0.58390 -4.52173
53 C -4.96002 0.67089 -3.26855
54 C -4.16825 0.67276 -2.12776
55 H -1.38315 1.59295 -0.96928
56 H -2.54947 0.60625 -0.10175
57 H -2.29521 -1.86375 -1.47002
58 H -1.55343 -4.57196 -1.42695
59 H 0.77238 -5.80462 -0.79599
60 H 2.51697 -3.82928 -0.18929
61 H -1.12769 0.39903 -3.56356
62 H -2.53182 0.39754 -5.60455
63 H -4.99095 0.59168 -5.41111
64 H -6.03780 0.72499 -3.18060
65 H -4.63259 0.73940 -1.15025